No. 1
84
Properties=species:S:1:pos:R:3:forces:R:3:mulliken_charge:R:1 method="wB97M-V/def2-TZVPD" total_energy_ev=-65455.425 charge=0 multiplicity=1 smiles="COC(=O)OC.COC(=O)OC.COC(=O)OC.COC(=O)OC.COC(=O)OC.COC(=O)OC.COC(=O)OC"
H 3.598832 -0.002200 -4.430467 0.3 0.1 0.1 -0.096
H -0.285930 -3.317018 2.976820 0.0 -0.1 -0.1 0.280
C 4.162316 1.509966 -2.211597 0.3 0.0 -0.1 0.810
H -2.733006 5.764442 -6.422765 0.1 0.0 -0.1 0.301
O -5.203080 -0.769367 5.618073 0.3 0.4 -0.2 -0.195
H -3.065204 4.361187 -7.493057 0.1 0.2 -0.1 0.287
C 4.672570 2.082632 -0.024720 -0.2 -0.6 0.7 -0.438
O -1.027471 -1.937870 1.641725 -0.4 0.1 0.2 -0.161
C -3.288923 4.837908 -6.540877 0.1 -0.3 -0.1 -0.627
H -0.200531 1.653452 -3.421205 0.1 0.2 0.4 0.235
O -2.956203 3.927641 -5.484490 -0.1 0.2 0.3 -0.336
H 2.796278 1.561956 -4.360918 0.1 0.1 0.0 0.089
O 5.896121 -1.017503 0.541957 -0.2 0.1 0.2 -0.332
C -4.088216 2.515541 6.954954 0.7 0.4 0.9 -0.574
H -8.790368 0.591345 6.488787 0.2 -0.1 -0.2 0.323
H -1.622218 1.836016 2.917064 -0.1 0.0 0.0 0.338
H 0.652461 -0.038421 -1.732974 0.0 0.1 0.4 -0.014
H -1.993133 -2.925428 3.124810 -0.2 -0.1 -0.1 -0.099
H 4.215630 1.355810 -5.408372 0.1 0.0 0.0 0.308
C 2.359419 -2.273740 -4.693830 0.1 -0.4 0.4 0.655
H -1.390923 -3.981942 1.757890 -0.2 0.0 0.1 0.357
O -3.906706 1.924550 4.371192 -0.1 0.2 -0.3 -0.561
O -0.807821 3.956605 -6.167655 0.2 0.2 -0.1 -0.553
H -5.462155 -2.081031 4.010061 -0.1 0.2 0.1 0.379
C -4.825963 -1.919806 4.880073 -0.4 -0.9 -0.2 -0.662
O 2.118714 -2.341003 -3.384108 0.2 0.6 -0.2 -0.134
C -6.508270 -0.633742 5.826327 -0.2 0.0 0.3 0.676
H -0.651830 -1.116435 -2.151989 0.1 -0.5 -0.1 0.307
C 1.313346 -1.671200 -6.697346 0.2 -0.4 -0.5 -0.683
C 3.049250 -2.565906 1.838090 -0.9 0.5 -1.0 -0.371
C -7.957396 0.614663 7.186522 -0.6 0.2 0.8 -0.756
H -0.678876 0.353619 3.222586 0.1 0.1 0.4 0.184
C -1.654574 3.664721 -5.366715 -0.2 0.0 -0.1 0.729
O -1.462024 3.011161 -4.227042 -0.1 -0.2 0.1 -0.303
H 4.085560 -1.821901 -2.718741 -0.1 0.0 -0.5 0.273
C 0.192532 -0.990889 -1.474292 0.0 0.6 -0.3 -0.196
C 4.970568 -1.979847 0.587788 0.1 -0.3 0.0 0.988
H 4.428653 1.097644 0.384343 -0.1 0.1 -0.3 0.059
O 4.054108 -1.611501 1.465622 0.1 0.2 0.9 -0.358
O -6.689812 0.442016 6.593722 0.6 0.2 -0.1 -0.239
H 7.225243 -2.303470 -0.451136 -0.2 0.0 0.4 0.365
H 2.949589 -2.380029 -1.536576 -0.2 -0.3 0.0 -0.262
O 5.085470 1.991301 -1.383040 0.1 0.0 -0.2 -0.345
O 4.982109 -3.000810 -0.047882 0.0 -0.1 0.0 -0.600
H 0.307778 -1.751192 -7.096828 0.0 0.1 0.1 0.248
O 3.067875 1.122333 -1.899943 -0.3 -0.1 0.0 -0.431
H 3.597713 -3.562486 -2.712709 0.4 0.1 0.2 0.400
H -7.929709 1.578514 7.694177 0.1 0.1 -0.3 0.250
O -1.939848 0.888399 4.751043 0.6 0.3 0.5 -0.324
H 1.960660 -2.375142 -7.221589 0.0 0.0 0.1 0.325
H 7.866762 -0.748621 0.082909 -0.1 0.2 0.1 0.289
H 2.298441 -2.530091 1.041837 0.1 -0.5 0.0 -0.033
C 3.279644 -2.536064 -2.559190 -0.3 -0.4 0.3 -0.269
H -8.125086 -0.113765 7.985167 0.0 -0.2 -0.3 0.314
O -0.034512 -3.125274 -0.007156 -0.4 -0.3 0.4 -0.629
H 0.942912 -1.765523 -1.552637 -0.3 -0.1 -0.1 0.106
O -2.927596 1.885086 6.401228 0.0 -0.4 -0.3 -0.379
H -3.805279 -1.841510 4.522949 0.1 0.4 0.4 0.032
C -3.009437 1.605827 5.099463 -0.1 -0.2 0.2 0.849
C -0.122547 2.583175 -3.973213 0.3 -0.1 -0.7 -0.633
O 1.218114 -2.000682 -5.315584 -0.3 0.3 0.2 -0.320
H 5.514896 2.432067 0.564032 0.1 0.3 -0.3 0.230
H 6.779544 -0.894815 -1.336326 -0.1 0.3 0.2 0.245
H -2.373258 0.206977 2.867857 -0.1 0.3 -0.2 0.263
O 3.426153 -2.457788 -5.213704 0.3 0.2 -0.2 -0.567
H 0.406816 2.368171 -4.904334 -0.2 0.0 -0.1 0.338
H -4.935134 -2.788190 5.533428 0.1 -0.1 -0.1 0.351
H -3.977215 2.364326 8.029260 -0.2 -0.2 0.0 0.227
C -1.637126 0.844190 3.361114 -0.5 -0.6 -0.5 -0.560
O -7.379544 -1.354805 5.432381 -0.1 -0.3 -0.2 -0.560
H 2.533175 -2.182672 2.713728 0.4 0.1 0.2 0.268
C 6.991311 -1.244359 -0.321708 0.6 -0.6 -1.0 -0.762
C 3.766680 1.075077 -4.461589 -0.4 0.1 -0.2 -0.085
H -4.353412 5.031543 -6.468072 0.0 -0.1 0.1 0.222
C -0.460115 -2.093029 0.454990 1.0 -0.2 -0.5 0.823
H -5.014021 2.082431 6.603552 0.0 0.1 -0.2 0.262
H -3.998108 3.592072 6.810159 -0.4 0.0 -0.4 0.316
H 3.416992 -3.576414 1.978859 0.2 0.1 0.0 0.333
H 3.799672 2.723804 0.072787 0.1 0.1 0.0 0.319
O -0.321652 -0.914466 -0.138544 -0.3 0.4 0.3 -0.324
C -1.203952 -3.138098 2.412895 0.6 0.3 0.1 -0.419
O 4.664241 1.525726 -3.446686 0.0 -0.1 0.1 -0.362
H 1.709201 -0.667407 -6.849072 -0.1 0.1 0.2 0.255
H 0.440840 3.379558 -3.491544 -0.1 -0.2 0.4 0.341

---

No. 2
93
Properties=species:S:1:pos:R:3:forces:R:3:mulliken_charge:R:1 method="wB97M-V/def2-TZVPD" total_energy_ev=-348805.675 charge=0 multiplicity=1
O -3.912565 8.146091 -4.779948 0.0 0.0 0.0 -0.625
C 3.265615 -1.963459 -0.434285 -0.1 0.1 0.0 0.146
C 4.596073 -1.451931 0.114527 0.0 0.0 0.0 -0.598
O -1.407720 -3.014367 2.075123 0.4 -1.0 0.0 -0.436
B 1.615474 0.397402 3.040393 0.0 -0.1 0.1 0.141
C -3.970511 7.101544 -4.151059 0.0 0.1 0.1 0.109
H -4.780107 -1.874948 6.463483 0.0 0.0 0.2 0.318
H 0.568989 -4.918166 1.693874 0.1 1.2 0.1 0.291
C -3.926008 -1.390210 5.979787 0.0 -0.2 0.0 -1.418
H 6.504995 -6.832731 -4.469254 0.0 0.0 0.1 0.267
F 2.169791 -0.322563 4.090686 0.0 0.0 0.1 -0.390
C -0.355998 1.615007 5.897632 -0.1 -0.3 0.0 1.241
H 6.890330 -4.058157 -2.105729 0.1 0.0 0.1 0.365
C -4.156109 4.672314 -3.904231 0.0 0.2 -0.2 -0.557
H -2.284324 2.202669 1.181872 0.0 -0.1 -0.3 0.168
Cl -0.286024 1.919800 -8.350687 0.0 0.0 0.0 -0.110
H -0.882360 -5.375981 0.752970 -0.6 0.9 -0.3 0.350
Br -4.949145 1.199308 5.352058 -0.1 0.2 0.3 -0.116
H -3.375220 -0.792295 6.697085 0.0 0.1 0.1 0.363
P -5.271710 0.225604 2.351406 0.4 0.3 -0.4 0.153
H 3.425624 -2.849300 -1.057401 0.0 0.0 0.0 0.349
O 3.770762 -6.564166 -7.078793 -0.1 0.0 0.0 -0.492
O -4.579787 2.970294 2.365506 -0.1 -0.7 1.3 -0.258
N -2.772883 1.402690 1.574257 0.1 0.0 0.9 -0.260
H 5.062511 -2.420195 -2.516353 0.0 0.0 0.0 0.146
Ca -7.064126 -3.056879 3.127110 -0.7 -0.2 0.1 0.060
H 2.280452 -0.044957 -0.607349 0.0 0.0 0.0 0.220
Cs 1.979595 4.480790 4.920915 3.0 5.0 -2.1 1.031
H -4.089837 4.909895 -2.846017 0.0 -0.1 0.0 0.058
H 4.278944 -4.870651 -3.630026 0.0 -0.2 0.1 0.214
H -5.098892 4.153868 -4.088875 0.0 -0.1 0.1 0.281
H -1.323417 -2.728204 0.080692 -0.1 -1.1 -0.1 0.341
H 5.212790 -0.151048 -1.492164 0.0 0.0 0.0 0.307
N -1.402744 2.385049 5.491286 0.4 0.2 0.1 0.173
C -4.634100 -0.898922 3.595117 -0.4 -0.3 0.2 -0.209
C -1.470480 3.811313 5.226288 -0.4 -0.6 -0.1 -0.721
H -7.027175 0.465117 3.559348 -0.4 -0.1 -0.1 0.423
H -3.925318 7.070093 -3.050413 0.0 0.0 0.0 0.291
C 2.489169 -0.915282 -1.226949 0.0 -0.1 0.0 -1.357
H 0.116647 -2.223144 1.009412 0.6 -0.9 0.4 0.036
H 5.976472 -3.819970 -0.619457 0.0 0.0 0.0 0.249
C -0.791296 -2.853064 1.043825 -1.3 4.4 -0.1 0.020
H -0.510472 4.294824 5.393877 -0.4 -0.1 0.2 -0.014
C 4.280470 -6.303380 -6.045189 -0.1 0.0 0.0 0.610
O -0.490335 0.425169 6.077719 -0.1 0.0 0.2 -0.586
H 4.403326 -0.605221 0.776468 -0.1 0.0 0.0 0.245
H -2.168463 0.851389 2.178245 0.1 -0.3 -0.3 0.181
H -2.207233 4.266455 5.889505 0.1 0.2 -0.1 0.328
H -1.767089 3.974305 4.188025 0.0 0.2 0.0 0.277
H 6.635186 -1.679857 -2.713848 0.0 0.0 0.0 0.436
C 0.955413 2.322470 6.100922 -0.5 -1.1 0.7 -2.452
H 1.279315 2.778008 5.174552 -1.7 -3.9 1.1 0.826
H 3.039615 -0.584312 -2.110245 0.0 0.0 0.0 0.434
C 6.628814 -3.325258 -1.339619 -0.1 0.0 -0.1 -1.191
Cl -0.642692 3.192038 -5.786848 0.0 0.0 0.0 -0.085
N -4.093245 5.885459 -4.705092 0.0 -0.2 0.0 0.162
Br -4.155541 -2.654548 3.031780 0.6 0.1 -0.1 0.152
Cl -1.436110 4.559133 -8.193679 0.0 0.0 -0.1 -0.093
C -4.162670 5.787230 -6.150875 0.0 0.2 0.1 -0.840
H 2.651600 -2.292241 0.408242 0.0 0.0 0.0 0.065
H -3.328004 4.011270 -4.166622 0.0 -0.1 0.1 0.222
H 0.858497 3.093274 6.879718 -0.1 -0.1 0.0 0.643
C 5.599946 -1.021401 -0.956320 0.0 0.0 0.0 -1.044
C 5.101315 -5.139242 -4.294488 0.2 0.2 0.0 -0.157
H -5.285142 2.815406 3.008584 -0.3 0.5 -0.2 0.275
Br -4.001093 3.552926 -0.356275 0.1 0.0 -0.7 -0.883
H 1.706437 1.603556 6.411792 0.0 -0.2 0.0 0.365
H 7.549219 -3.039115 -0.827361 0.0 0.0 0.0 0.353
H 5.041809 -2.227445 0.745327 0.0 0.0 0.0 0.343
F 0.229021 0.190188 2.956006 -0.1 0.1 0.0 -0.331
C 0.050049 -4.776612 0.726374 1.3 -4.5 0.1 -0.245
H -3.258856 -2.162667 5.612799 0.0 -0.1 -0.1 0.432
F 2.235422 0.102479 1.837130 0.0 0.0 -0.1 -0.062
O 4.659960 -5.063955 -5.653589 0.1 0.0 0.1 -0.358
O 4.581793 -7.216514 -5.073819 0.3 0.0 -0.2 -0.329
H 6.515668 -0.682557 -0.460573 0.0 0.0 0.0 0.403
H -4.255862 4.743504 -6.437117 0.0 0.0 0.0 0.286
Cl -2.932527 2.268441 -7.269025 0.0 0.0 0.0 -0.105
O -6.766246 0.703533 2.654316 0.2 0.0 0.3 -0.433
H -5.358018 -0.522186 1.183391 0.0 -0.2 0.0 0.126
B -4.040677 1.761782 2.060982 0.2 0.8 -0.7 0.419
H -3.261250 6.208941 -6.593975 0.0 0.0 -0.1 0.224
F 5.265349 -7.084736 -2.926275 0.0 0.0 0.0 -0.275
C 5.956583 -2.106802 -1.969431 0.2 0.0 0.0 -0.202
O 0.670005 -4.660214 -0.302616 -0.2 1.0 -0.2 -0.390
H 1.535400 -1.320572 -1.573044 0.0 0.0 0.0 0.348
C -1.323263 2.986430 -7.399185 0.0 0.0 0.0 0.368
H -5.019517 6.348121 -6.527880 0.0 0.0 -0.1 0.305
F 1.824279 1.805647 3.320362 0.0 0.7 0.2 -0.424
H 5.937360 -4.470023 -4.116248 0.0 0.1 -0.2 0.135
H -2.224750 1.828786 5.355870 -0.4 0.1 -0.2 -0.045
C -4.449452 -0.559017 4.875136 0.5 0.1 -0.3 0.645
C 5.480280 -6.601147 -4.173548 -0.4 0.1 0.2 0.378

---

No. 3
76
Properties=species:S:1:pos:R:3:forces:R:3:mulliken_charge:R:1 method="wB97M-V/def2-TZVPD" total_energy_ev=-261200.773 charge=0 multiplicity=1
Br -3.501129 -3.098052 -4.588019 1.3 -0.6 2.0 -0.207
C 4.228336 -3.892779 -4.711973 0.0 0.1 0.0 -0.346
Br -4.271363 -2.497482 0.572856 1.4 -0.4 0.0 -0.131
N 0.684195 -0.537218 2.953037 0.1 0.9 -0.8 -0.669
H 6.008807 -3.399032 -5.866212 0.0 -0.1 0.0 0.264
H 2.144512 -3.295958 -7.229181 0.2 0.1 0.0 0.291
H 4.009124 -4.211904 -3.686258 -0.1 0.2 -0.2 0.309
H -1.713270 -2.587127 4.131924 -1.7 -0.3 -1.7 0.284
H -2.532314 5.835749 5.706499 0.0 -0.1 0.0 0.303
C -2.471225 5.625711 4.637003 -0.2 0.1 0.0 -0.945
C -2.510244 -2.710348 3.256300 1.3 -0.1 0.8 -0.988
H -2.908913 -1.633373 3.029124 0.6 -2.3 0.2 0.184
H -0.454057 8.944646 5.403434 -0.1 -0.2 -0.2 0.332
C -0.723809 7.886599 5.502210 0.1 -0.1 -0.1 -0.328
H -2.687737 4.562021 4.492162 0.0 0.2 0.0 0.286
O 3.487912 -2.694741 -4.934058 -0.1 0.0 0.1 -0.323
C 0.217746 0.345714 1.774667 0.2 -1.1 1.8 0.060
H -1.752377 -4.609735 2.247125 0.0 2.5 -0.6 0.332
C -2.388077 -3.213435 0.537629 1.7 -1.8 -0.8 -0.115
I -1.061118 1.844204 4.351766 0.2 -0.5 -1.0 0.018
H 0.323270 7.674239 7.378587 0.0 0.0 -0.1 0.382
H 0.578107 -1.711338 0.798316 -0.8 2.4 -0.3 0.162
O 0.589535 0.388161 -2.039205 2.3 -1.7 2.3 -0.502
H -2.553797 1.889995 -0.856051 -0.7 -0.5 2.3 0.165
C 1.581552 0.012239 -3.092040 0.4 -0.3 -0.9 -0.597
C -1.740866 2.265687 1.344561 -2.8 0.0 0.8 -0.256
C -2.434230 -3.356408 -2.878808 1.2 3.0 3.4 0.081
H 6.249410 -4.649294 -4.639786 -0.1 0.1 0.0 0.384
H -1.099965 5.733882 2.998933 0.1 0.2 0.1 0.101
H 1.298945 7.269648 5.947265 -0.1 0.0 0.1 0.278
H -1.865545 -5.438415 -3.637045 0.2 1.3 2.2 0.323
C -1.721833 -3.440938 2.018684 -0.3 -0.6 0.1 -0.220
H 2.998777 -1.195750 -6.214072 0.0 -0.1 0.2 0.280
H -1.995916 0.210583 2.312827 1.7 1.8 -0.1 -0.178
H 1.205018 0.379104 -4.162647 0.4 -0.9 2.6 0.216
H -1.719990 7.864496 5.956238 0.0 -0.1 0.1 0.290
H 1.294428 0.030690 3.585982 -1.2 -0.8 -0.6 0.311
H -2.427861 -5.452555 -1.823435 1.5 1.4 -1.6 0.246
H -0.321478 5.356646 4.522104 0.0 -0.1 0.1 0.231
C 3.189627 -2.990708 -7.361693 -0.1 -0.1 0.0 -1.068
C -1.104454 5.970659 4.067544 -0.1 0.1 0.1 -0.054
O -0.774548 7.352955 4.181039 0.0 0.1 0.0 -0.434
H 2.632351 0.516027 -2.940328 -2.1 -1.1 0.0 0.274
C 5.729733 -3.711146 -4.857215 0.1 0.1 0.0 -1.050
H -3.877185 2.474399 0.391947 2.2 -1.3 -0.3 0.263
H 2.737675 -0.691918 0.296718 -0.5 1.4 -1.0 0.334
O 2.507118 0.009195 -0.383678 -3.0 -1.6 0.1 -0.603
H -0.137121 -0.947633 3.448368 1.1 0.7 -0.4 0.189
H -2.465180 -4.294024 0.037910 -0.1 2.5 1.0 0.268
H 3.861142 -4.689783 -5.366924 0.1 0.0 -0.1 0.308
H 4.656115 -1.743422 -6.361341 0.1 -0.1 0.0 0.312
C -1.782592 -4.842899 -2.614596 -0.9 -0.2 -1.0 -0.904
H 1.657559 -1.174537 -3.061543 0.1 2.6 -0.4 0.225
C 0.079407 -0.670397 0.493016 0.8 -0.4 -0.3 -0.601
H -0.647701 -4.833931 -2.328897 -2.2 0.3 -0.3 0.247
H 6.090601 -2.942198 -4.165524 -0.1 -0.1 -0.1 0.292
H 0.076816 6.141864 6.532270 0.0 0.1 0.1 0.234
H -3.348285 -3.411844 3.681034 1.5 1.6 -1.0 0.342
H -0.572887 -3.170505 1.945010 -2.4 -0.3 0.3 0.151
C 0.300044 7.201954 6.391739 0.1 -0.1 0.0 -0.973
H 3.285229 -2.466254 -8.318301 0.0 0.0 0.2 0.386
H -2.318760 3.006065 2.082548 1.6 -1.5 -1.7 0.396
C -2.914490 1.789957 0.252490 -0.4 -0.1 0.7 -0.456
C -1.428874 -2.331434 -0.484547 -2.3 0.8 -0.7 -0.404
B 1.037053 -0.057491 -0.705394 1.6 0.8 -1.6 0.864
C -1.165275 1.053513 2.267973 -0.5 -0.2 -1.9 -0.250
H 1.116811 1.063896 1.563909 -2.1 -1.0 0.4 0.443
I -0.262491 3.478495 0.295584 -0.4 -0.5 0.6 -0.012
H -3.252224 6.215686 4.142056 0.1 -0.1 0.0 0.278
Br -3.121103 -0.464989 -2.523497 1.2 -1.9 1.1 -0.088
H -3.257448 0.682855 0.539322 0.9 2.4 -1.0 0.014
H -0.420501 -2.854628 -0.765150 -1.8 0.9 0.9 0.436
H 3.790365 -3.900395 -7.418731 0.0 0.1 -0.1 0.264
C -2.270690 -2.188486 -1.922504 -0.3 -3.8 -3.3 0.036
O -1.297184 -0.982247 0.086690 1.2 -1.6 -0.2 0.338
C 3.628785 -2.090787 -6.217743 -0.1 -0.1 0.0 -0.302

---

no.,LUMO energy (Eh),HOMO level (hartree)
1,0.0193,-0.3903
2,-0.0586,-0.2206
3,0.0008,-0.3221